(1)
ORCA calculation (ωB97M-V/def2-TZVPD) on a molecular structure, C35H32N6O5Pt at a distorted geometry.

Output
Orbital gap (spin up / spin down): 5.5 / 3.9 eV
LUMO (spin up / spin down): -6.9092 / -8.9930 eV
Multiplicity: 5
Total charge: +2

```
79
C35H32N6O5Pt ωB97M-V/def2-TZVPD
Pt 0.71 1.59 -0.71
O 1.28 4.39 2.41
C 0.96 3.24 2.22
N 0.15 2.87 1.15
C -0.84 3.73 0.83
C -1.61 4.41 1.80
C -2.61 5.25 1.42
C -2.90 5.44 0.05
C -2.17 4.82 -0.92
C -1.12 3.96 -0.56
N -0.32 3.31 -1.44
C -0.12 3.75 -2.73
O -0.30 4.87 -3.13
C 0.27 2.62 -3.63
C 0.38 2.83 -5.00
C 0.60 1.73 -5.81
C 0.67 0.47 -5.23
C 0.56 0.36 -3.86
N 0.38 1.42 -3.07
C 1.39 2.20 3.22
C 2.36 2.56 4.16
C 2.67 1.66 5.16
C 1.99 0.45 5.22
C 1.02 0.19 4.26
N 0.74 1.05 3.30
H -1.39 4.25 2.85
H -3.20 5.76 2.17
H -3.72 6.10 -0.23
H -2.37 5.00 -1.97
H 0.28 3.84 -5.38
H 0.70 1.85 -6.88
H 0.80 -0.42 -5.84
H 0.61 -0.60 -3.37
H 2.83 3.53 4.07
H 3.41 1.91 5.90
H 2.21 -0.27 6.00
H 0.44 -0.73 4.28
C 3.10 -2.38 -2.64
N 3.80 -1.63 -1.61
C 5.01 -2.22 -1.07
C 3.34 -0.46 -1.20
O 2.31 0.08 -1.63
H 3.81 -3.00 -3.18
H 2.63 -1.69 -3.33
H 2.33 -3.03 -2.20
H 5.77 -2.29 -1.84
H 4.80 -3.22 -0.70
H 5.40 -1.62 -0.25
H 3.97 0.03 -0.44
C -2.76 -2.05 3.08
O -2.43 -2.01 1.68
C -3.24 -2.65 0.82
C -4.25 -3.54 1.19
C -5.07 -4.10 0.24
C -4.92 -3.80 -1.11
C -3.92 -2.93 -1.50
C -3.06 -2.37 -0.55
N -2.13 -1.40 -0.99
C -0.95 -1.08 -0.52
C -0.04 -1.84 0.24
C -0.12 -3.23 0.37
C 0.90 -3.97 0.95
C 2.03 -3.32 1.48
C 2.13 -1.96 1.43
C 1.12 -1.16 0.80
O 1.26 0.10 0.82
H -2.09 -1.34 3.55
H -2.59 -3.04 3.49
H -3.79 -1.74 3.25
H -4.39 -3.78 2.23
H -5.85 -4.78 0.55
H -5.57 -4.24 -1.85
H -3.79 -2.68 -2.54
H -2.48 -0.82 -1.74
H -0.61 -0.07 -0.82
H -0.99 -3.75 -0.02
H 0.82 -5.04 1.00
H 2.81 -3.91 1.94
H 2.98 -1.44 1.86
```

---

(2)
ORCA calculation (ωB97M-V/def2-TZVPD) on a molecular structure, C35H32N7O6SSbSe4Tc at a distorted geometry.

Output
Orbital gap (spin up / spin down): 4.4 / 4.4 eV
LUMO (spin up / spin down): -5.5921 / -5.5846 eV
Total charge: +1

```
87
C35H32N7O6SSbSe4Tc ωB97M-V/def2-TZVPD
Tc -0.28 -0.10 0.23
C -6.70 -5.33 3.43
O -5.95 -4.17 3.74
C -6.37 -2.99 3.27
C -7.50 -2.82 2.47
C -7.83 -1.56 2.00
C -7.01 -0.46 2.27
C -5.91 -0.63 3.13
C -5.60 -1.87 3.62
N -7.38 0.75 1.67
N -6.58 1.67 1.45
C -5.22 1.61 1.33
C -4.44 2.57 1.97
C -3.06 2.48 1.99
C -2.41 1.43 1.34
O -1.12 1.24 1.40
C -3.18 0.51 0.57
N -2.49 -0.46 -0.07
C -3.16 -1.32 -0.82
C -4.54 -1.21 -1.03
C -5.25 -0.23 -0.39
C -4.58 0.63 0.50
H -6.17 -6.16 3.90
H -6.75 -5.49 2.35
H -7.71 -5.28 3.85
H -8.14 -3.66 2.22
H -8.70 -1.41 1.38
H -5.32 0.22 3.43
H -4.76 -2.02 4.28
H -4.94 3.35 2.53
H -2.46 3.20 2.54
H -2.60 -2.09 -1.31
H -5.02 -1.89 -1.72
H -6.31 -0.10 -0.57
Se 1.54 2.16 -4.61
Sb 2.11 0.49 -2.99
Se 3.84 -1.02 -2.28
Se 0.96 1.68 -0.89
Se 2.93 2.42 -0.22
N 9.63 -2.99 2.89
C 8.63 -2.45 2.76
C 7.36 -1.80 2.60
C 6.73 -1.22 3.70
C 5.47 -0.66 3.56
C 4.85 -0.66 2.32
C 5.50 -1.19 1.21
C 6.75 -1.76 1.35
N 3.52 -0.17 2.20
C 2.86 0.69 3.05
C 1.60 0.81 2.57
N 1.46 0.01 1.46
C 2.64 -0.54 1.25
H 7.22 -1.22 4.66
H 4.98 -0.24 4.43
H 5.06 -1.12 0.22
H 7.25 -2.18 0.49
H 3.34 1.19 3.87
H 0.78 1.41 2.94
H 2.89 -1.17 0.41
C 1.75 -4.58 -1.41
N 1.38 -3.75 -0.24
C 2.21 -4.07 0.94
C -0.09 -3.85 0.02
C -0.60 -3.16 1.27
C -1.18 -4.04 2.19
C -1.74 -3.61 3.38
C -1.67 -2.26 3.70
C -1.10 -1.38 2.79
C -0.59 -1.78 1.55
H 2.77 -4.36 -1.71
H 1.09 -4.34 -2.25
H 1.64 -5.64 -1.16
H 1.51 -2.78 -0.54
H 2.03 -5.10 1.24
H 1.96 -3.41 1.76
H 3.26 -3.96 0.67
H -0.32 -4.92 0.10
H -0.59 -3.47 -0.86
H -1.21 -5.10 1.96
H -2.21 -4.31 4.05
H -2.04 -1.89 4.64
H -1.07 -0.34 3.07
O -0.86 0.17 -2.19
S -0.22 -1.11 -2.51
O 0.72 -0.97 -3.66
O 0.69 -1.32 -1.29
O -1.05 -2.26 -2.66
```

---

The calculation returns the following ΔE to the lowest compared entry with this formula, charge and spin values, one per record and in order: 296.9 160.9 kJ/mol.